{
  "formula": "C15H9ClN2O5STa",
  "method": "wB97M-V/def2-TZVPD",
  "e_above_lowest_kcal_mol": 0.0,
  "total_charge": 1,
  "largest_force_ev_per_a": 0.745,
  "lumo_energy_ev": -4.8,
  "homo_ha": -0.4592,
  "e_tot_ha": -1978.02583,
  "multiplicity": 1,
  "elements": ["Ta", "O", "C", "C", "C", "N", "C", "C", "C", "O", "O", "C", "O", "O", "H", "H", "H", "S", "C", "N", "Cl", "C", "C", "C", "C", "C", "C", "C", "H", "H", "H", "H", "H", "H"],
  "positions_angstrom": [[-0.12050, 0.62782, -1.50363], [-3.95667, 1.55622, 3.29530], [-3.14030, 1.29728, 2.28042], [-2.82164, -0.00447, 1.86430], [-1.97127, -0.13385, 0.79479], [-1.45645, 0.92165, 0.18184], [-1.73434, 2.16053, 0.57856], [-2.57584, 2.40820, 1.62919], [-0.99778, 3.17946, -0.24276], [-1.05371, 4.35321, -0.16045], [-0.18482, 2.50992, -1.15637], [-1.46250, -1.41353, 0.19411], [-1.61586, -2.50639, 0.61529], [-0.72890, -1.11327, -0.93523], [-4.30895, 0.74664, 3.69188], [-3.21947, -0.88500, 2.35234], [-2.80402, 3.41716, 1.94247], [-0.93252, 0.67224, -3.78336], [-2.25547, 1.35782, -2.95239], [-3.08201, 1.79240, -2.27046], [1.44924, 0.62403, 0.82370], [2.39250, -0.80249, 0.32315], [2.92295, -1.64631, 1.26982], [3.60857, -2.76105, 0.80055], [3.72806, -2.98371, -0.56343], [3.18075, -2.09672, -1.48060], [2.49781, -0.96586, -1.04663], [1.89930, 0.05500, -1.95963], [2.80483, -1.45629, 2.32692], [4.03978, -3.45521, 1.50843], [4.25628, -3.85686, -0.92112], [3.28865, -2.27826, -2.54237], [1.86953, -0.30508, -2.99577], [2.48479, 0.98478, -1.95887]],
  "atomic_forces_ev_per_a": [[-0.27, -0.13, -0.14], [0.03, -0.13, -0.05], [-0.06, 0.09, 0.14], [0.01, 0.00, -0.07], [-0.09, -0.02, 0.14], [0.08, 0.05, 0.16], [-0.04, 0.11, 0.14], [-0.01, -0.05, -0.10], [0.47, -0.24, -0.52], [-0.09, 0.06, 0.13], [-0.21, 0.28, 0.36], [0.31, 0.03, -0.46], [-0.12, -0.03, 0.06], [-0.22, 0.01, 0.30], [0.00, 0.08, 0.00], [-0.01, 0.00, 0.00], [-0.01, 0.00, 0.01], [-0.15, 0.10, 0.08], [0.25, -0.22, -0.16], [0.03, -0.06, 0.04], [0.06, -0.20, 0.03], [-0.16, 0.30, 0.05], [0.05, -0.09, -0.07], [-0.01, 0.01, 0.04], [0.00, -0.01, 0.00], [-0.01, 0.02, 0.00], [0.14, -0.11, -0.02], [-0.05, 0.17, -0.06], [-0.01, 0.01, 0.00], [0.00, 0.00, -0.01], [0.00, 0.00, 0.01], [0.00, 0.00, 0.00], [0.02, -0.04, 0.01], [0.06, -0.02, -0.03]],
  "lowdin_charge": [1.564, 0.143, -0.239, 0.124, -0.160, -0.047, -0.171, 0.138, -0.449, 0.220, -0.250, -0.446, 0.212, -0.209, 0.143, 0.151, 0.158, 0.669, -0.781, 0.146, 0.805, -0.532, -0.074, -0.053, -0.048, -0.017, -0.341, -0.292, 0.117, 0.117, 0.117, 0.124, 0.070, 0.092]
}